(1)
Below is an isolated molecule of C5H6Cl3NO5, with properties calculated with ωB97M-V/def2-TZVPD.

The molar mass comes out at 266.46 g mol⁻¹. The calculation puts the maximum force at 1.21 eV Å⁻¹. As for the multiplicity: 1. The frontier orbital gap is 10.3 eV. The LUMO energy is 0.61 eV. Its total energy is -2005.544339 hartree. Its structure (SMILES) is C=[N+]([O-])O[C@@](C)(O)OC(=O)C(Cl)(Cl)Cl.

Each line ends with the natural charge from an NBO analysis.
CARTESIAN COORDINATES (ANGSTROEM)
C -0.7912 -2.6778 0.4989  -0.241
N -0.2357 -1.7262 -0.1514  0.382
O 0.1329 -1.6539 -1.3020  -0.449
O -0.0250 -0.5654 0.6920  -0.418
C 0.5873 0.5943 0.2009  0.760
C -0.1260 1.2796 -0.9491  -0.658
O 0.6581 1.4236 1.2729  -0.682
O 1.9233 0.2861 -0.3004  -0.506
C 2.7813 -0.2363 0.5465  0.749
O 2.5483 -0.5861 1.6674  -0.575
C 4.2071 -0.2787 -0.0146  -0.204
Cl 4.9800 -1.7823 0.4823  0.064
Cl 5.0053 1.1010 0.7918  0.039
Cl 4.2789 -0.0784 -1.7548  0.071
H -1.0338 -2.5432 1.5318  0.221
H -0.9907 -3.5924 -0.0293  0.221
H 0.4262 2.1895 -1.1775  0.235
H -1.1359 1.5306 -0.6302  0.231
H -0.1430 0.6260 -1.8184  0.253
H 0.9611 0.9178 2.0459  0.508

Forces on atoms 1 to 2 (eV/Å):
C -0.29 -0.46 0.33
N 0.32 0.90 0.25

(2)
Below is an isolated molecule of C5H6Cl4O, with properties calculated with ωB97M-V/def2-TZVPD.

The molar mass comes out at 223.91 g mol⁻¹. The calculation puts the maximum force at 3.94 eV Å⁻¹. As for the multiplicity: 1. The frontier orbital gap (alpha / beta) is 5.1 / 8.8 eV. The LUMO energy (alpha / beta) is -1.93 / 0.14 eV. Its total energy is -2109.992583 hartree.

Each line ends with the natural charge from an NBO analysis.
CARTESIAN COORDINATES (ANGSTROEM)
C 0.5553 0.8198 0.0661  -0.550
C -0.1478 0.0501 1.1298  0.451
C -0.2425 0.7079 -1.2356  0.005
C -0.3899 -0.5659 -1.7744  -0.173
C 0.5673 -1.0071 1.8493  -0.695
O -1.4422 0.3392 1.4813  -0.682
Cl -1.8391 1.5511 -1.2141  -0.008
Cl 0.7930 1.8700 -2.4694  -0.216
Cl -1.1371 -0.8470 -3.2628  0.112
Cl 0.8943 -1.7081 -1.4438  0.028
H 0.9320 1.8582 0.2553  0.261
H 1.2971 0.1895 -0.1702  0.246
H 1.5459 -0.7295 1.9443  0.225
H 0.5346 -1.8766 1.2006  0.248
H 0.1216 -1.2847 2.8496  0.244
H -2.0425 0.6329 0.7940  0.504

Forces on atoms 1 to 2 (eV/Å):
C -3.06 1.51 0.18
C -2.19 1.26 -0.47

(3)
Below is an isolated molecule of C5H6ClFO, with properties calculated with ωB97M-V/def2-TZVPD.

The molar mass comes out at 136.55 g mol⁻¹. The calculation puts the maximum force at 3.62 eV Å⁻¹. As for the multiplicity: 1. The frontier orbital gap is 10.6 eV. The LUMO energy is 0.81 eV. Its total energy is -829.324490 hartree. Its structure (SMILES) is C=C[C@]1([C@@H](F)Cl)CO1.

Each line ends with the natural charge from an NBO analysis.
CARTESIAN COORDINATES (ANGSTROEM)
C 2.1032 0.5771 -0.4793  -0.369
C 0.8620 0.7336 0.0674  -0.225
C -0.2906 -0.0980 -0.1508  0.111
C -1.6436 0.6233 0.1541  0.130
F -1.6001 1.8783 -0.5009  -0.349
Cl -3.0178 -0.1946 -0.3440  0.041
C -0.1680 -1.5165 0.3520  -0.102
O -0.2591 -1.2429 -1.0906  -0.468
H 2.3313 -0.2654 -1.1980  0.214
H 2.8650 1.3297 -0.2794  0.208
H 0.7499 1.5129 0.7966  0.218
H -1.7408 0.6505 1.2668  0.194
H 0.8365 -1.8552 0.7626  0.197
H -1.0279 -2.1327 0.6436  0.200

Forces on atoms 1 to 2 (eV/Å):
C -1.70 -0.59 -0.25
C 3.39 0.34 -1.22

(4)
Below is the ion C5H6ClI2OS with charge +1, with properties calculated with ωB97M-V/def2-TZVPD.

The molar mass comes out at 403.43 g mol⁻¹. The calculation puts the maximum force at 1.53 eV Å⁻¹. As for the multiplicity: 1. As for the net charge: +1. The frontier orbital gap is 8.8 eV. The LUMO energy is -4.47 eV. Its total energy is -1722.790730 hartree.

Each line ends with the natural charge from an NBO analysis.
CARTESIAN COORDINATES (ANGSTROEM)
C 0.3617 1.6923 2.7781  -0.679
C -0.2109 1.4560 1.3522  -0.108
I -2.2690 1.9950 0.9888  0.258
C 0.5519 0.9093 0.3869  -0.434
I 2.6158 0.3878 0.7460  0.306
S -0.2043 0.6095 -1.2629  0.624
C 0.6252 -0.8336 -2.0420  -0.654
C -0.3036 -2.0868 -2.1992  0.537
O 0.1269 -3.1241 -1.9014  -0.424
Cl -1.9763 -1.9385 -2.8289  -0.023
H 1.3989 2.0849 2.7674  0.256
H 0.3759 0.6806 3.2618  0.256
H -0.3000 2.3239 3.4061  0.258
H -1.4910 0.1696 -1.0245  0.225
H 1.5045 -1.1674 -1.4498  0.303
H 1.0006 -0.5576 -3.0573  0.298

Forces on atoms 1 to 2 (eV/Å):
C -0.77 -0.62 -0.10
C 0.50 0.23 0.39

(5)
Below is an isolated molecule of C5H6ClN3, with properties calculated with ωB97M-V/def2-TZVPD.

The molar mass comes out at 143.58 g mol⁻¹. The calculation puts the maximum force at 3.45 eV Å⁻¹. As for the multiplicity: 1. The frontier orbital gap is 8.3 eV. The LUMO energy is 0.81 eV. Its total energy is -818.568411 hartree. Its structure (SMILES) is [H]/N=C(\Cl)c1cc[nH]c1N.

Each line ends with the natural charge from an NBO analysis.
CARTESIAN COORDINATES (ANGSTROEM)
H 2.2617 0.7420 2.7080  0.369
N 1.6196 0.5073 1.9751  -0.716
C 1.4130 -0.6590 1.5597  0.309
Cl 2.2581 -2.1355 2.0253  -0.049
C 0.5112 -0.7410 0.3983  -0.291
C 0.2799 -1.8223 -0.4960  -0.254
C -0.5895 -1.3699 -1.4165  -0.101
N -1.0049 -0.0671 -1.0389  -0.545
C -0.2866 0.3573 0.0440  0.400
N -0.3583 1.6104 0.4870  -0.783
H 0.6614 -2.8021 -0.5960  0.232
H -0.8541 -1.9145 -2.3058  0.214
H -1.7855 0.3068 -1.5019  0.405
H -0.1140 1.5804 1.4527  0.430
H -1.1185 2.0550 0.0506  0.380

Forces on atoms 1 to 2 (eV/Å):
H 0.40 -0.63 0.42
N -0.13 0.58 0.86

(6)
Below is a cluster of 2 separate species, C5H6ClNO in total, with properties calculated with ωB97M-V/def2-TZVPD.

The molar mass comes out at 131.56 g mol⁻¹. The calculation puts the maximum force at 4.29 eV Å⁻¹. As for the multiplicity: 1. The frontier orbital gap (alpha / beta) is 8.8 / 8.8 eV. The LUMO energy (alpha / beta) is 0.44 / 0.44 eV. Its total energy is -784.246444 hartree. Its structure (SMILES) is [H]/N=c1/cccco1.Cl.

Each line ends with the natural charge from an NBO analysis.
CARTESIAN COORDINATES (ANGSTROEM)
H -1.0308 -2.4512 2.0005  0.354
N -0.2053 -2.4119 1.5325  -0.699
C 0.0799 -1.4099 0.8276  0.514
C 1.0634 -1.4551 -0.2374  -0.279
C 1.1175 -0.3893 -1.1315  -0.163
C 0.2132 0.6812 -1.0539  -0.368
C -0.5609 0.7809 0.0197  0.210
O -0.6083 -0.1720 0.9545  -0.473
H 1.8482 -2.2432 -0.2922  0.237
H 1.7242 -0.6739 -1.9645  0.224
H 0.4281 1.5756 -1.7336  0.237
H -1.3120 1.5604 0.2461  0.204
Cl 4.5357 1.5251 -0.9719  -0.237
H 4.9294 0.6973 -0.2176  0.239

Forces on atoms 1 to 2 (eV/Å):
H -2.75 0.52 2.01
N 2.82 -0.22 -2.00

- Among the records above, which one has the highest maximum force?
  C5H6ClNO

- What is the total energy in the fifth record?
  -818.568411 hartree